62
Properties=species:S:1:pos:R:3:lowdin_charge:R:1 method="wB97M-V/def2-TZVPD" total_charge=+1 orbital_gap_ev=2.694 homo_ha=-0.289 relative_energy_kcal_mol=157.0 total_energy_ha=-1855.61686 largest_force_ev_per_a=7.04
C 4.398 0.549 1.518 0.0011
C 3.149 -0.143 1.315 -0.3148
C 2.784 -1.435 1.679 -0.0014
C 1.479 -1.598 1.251 -0.0152
C 1.009 -0.381 0.459 -0.3431
B 3.232 -2.536 -3.487 -0.2262
O 2.168 -3.349 -3.567 0.0946
C 1.153 -2.821 -2.637 -0.4692
C -0.198 -3.035 -3.275 -0.0042
C 1.220 -3.633 -1.346 -0.0068
C 1.610 -1.334 -2.393 -0.3515
C 1.097 -0.437 -3.552 -0.0153
C 0.977 -0.567 -1.157 0.0412
O 3.073 -1.446 -2.569 0.0407
O 2.157 0.506 0.701 0.0477
H 5.028 0.038 2.248 0.1011
H 4.974 0.604 0.590 0.1084
H 4.249 1.570 1.868 0.0989
H 3.422 -2.115 2.238 0.1358
H 0.919 -2.519 1.378 0.1124
H -0.996 -2.711 -2.585 0.0926
H -0.308 -2.494 -4.220 0.0927
H -0.332 -4.105 -3.479 0.1087
H 0.328 -3.435 -0.729 0.0860
H 1.234 -4.699 -1.604 0.1076
H 2.124 -3.402 -0.771 0.0940
H 0.018 -0.211 -3.479 0.0924
H 1.625 0.520 -3.511 0.1031
H 1.285 -0.847 -4.549 0.1053
H -0.085 -0.860 -1.318 0.1164
H 0.002 1.287 1.492 0.1606
H 1.120 0.501 -1.446 0.1326
F -4.532 2.281 -3.837 0.1388
C -3.229 1.879 -3.906 -0.5172
F -3.202 0.733 -4.659 0.1257
F -2.534 2.820 -4.606 0.1316
C -2.654 1.639 -2.539 -0.1112
C -3.021 0.481 -1.877 0.0210
C -2.314 0.089 -0.736 -0.0007
C -1.198 0.835 -0.301 -0.2174
C -0.235 0.228 0.756 -0.0462
C -0.652 1.065 2.452 -0.0692
C -1.787 1.869 2.575 0.0219
C -2.146 2.319 3.831 0.0302
C -1.466 1.847 4.951 -0.0759
C -1.882 2.429 6.293 -0.4992
F -1.192 1.901 7.345 0.1345
F -1.709 3.791 6.347 0.1332
F -3.219 2.201 6.504 0.1320
C -0.475 0.868 4.841 0.0407
C -0.104 0.424 3.575 0.0288
C -1.004 2.105 -0.860 -0.0077
C -1.714 2.501 -1.990 0.0280
H -3.827 -0.141 -2.251 0.1394
H -2.630 -0.801 -0.196 0.1322
H -0.869 -0.555 1.203 0.1688
H -2.289 2.269 1.711 0.1284
H -2.928 3.051 3.966 0.1420
H 0.022 0.507 5.740 0.1393
H 0.661 -0.352 3.480 0.1266
H -0.284 2.799 -0.415 0.1402
H -1.502 3.455 -2.459 0.1353

89
Properties=species:S:1:pos:R:3:lowdin_charge:R:1 method="wB97M-V/def2-TZVPD" total_charge=-1 orbital_gap_ev=5.621 homo_ha=-0.169 total_energy_ha=-2886.36053 largest_force_ev_per_a=2.98
C 2.297 4.435 -1.111 -0.2078
C 2.530 3.602 0.192 -0.4981
P 1.084 2.512 0.720 0.8034
C 1.648 1.057 1.775 -0.4862
C 3.216 1.076 1.956 -0.1863
Nb -0.544 1.866 -1.105 0.9898
S -2.318 1.317 -2.834 0.1695
C 0.591 -0.070 -1.614 -0.4674
N 1.556 0.260 -2.728 -0.0931
B -1.600 3.904 -0.774 -0.7346
O -1.448 4.718 0.393 0.0129
O -2.451 4.451 -1.802 -0.1326
C -1.645 5.095 -2.799 -0.1454
P -2.025 0.680 0.616 0.4280
O -1.866 -0.828 0.347 -0.4258
O -1.602 0.906 2.243 -0.2711
O -3.694 1.054 0.518 -0.2889
H 3.119 5.192 -1.213 0.0662
H 1.335 4.990 -1.124 0.0527
H 2.357 3.802 -2.025 0.0397
H 3.467 3.014 0.039 0.0570
H 2.689 4.349 1.013 0.0599
H 1.260 0.098 1.367 0.0443
H 1.169 1.187 2.776 0.0566
H 3.667 0.853 0.960 0.0602
H 3.490 2.107 2.285 0.0497
H 3.501 0.308 2.707 0.0662
H 0.386 2.694 -2.436 -0.0589
H -3.089 0.346 -2.218 -0.2348
H 1.151 -0.459 -0.732 0.0058
H -0.084 -0.855 -2.037 0.0137
H 0.964 0.634 -3.474 0.0215
H 2.115 1.044 -2.376 0.0179
H -1.391 4.166 1.177 0.0262
H -0.590 4.720 -2.785 0.0408
H -2.026 4.857 -3.824 0.0900
H -1.636 6.205 -2.689 0.0895
H -1.880 1.792 2.515 0.0287
H -3.831 1.507 -0.328 0.0062
N 4.227 -2.641 1.376 0.0106
C 3.905 -3.553 2.343 -0.1389
C 5.001 -3.716 3.153 -0.1200
C 6.022 -2.867 2.657 -0.1225
C 5.514 -2.214 1.562 -0.1533
H 3.613 -2.331 0.643 0.1435
H 2.927 -4.005 2.372 0.1072
H 5.062 -4.373 4.006 0.0860
H 7.017 -2.746 3.057 0.0850
H 5.956 -1.485 0.901 0.1025
N -5.138 1.477 3.215 0.0190
C -4.959 2.459 4.148 -0.1458
C -6.174 2.719 4.732 -0.1287
C -7.121 1.854 4.130 -0.1277
C -6.450 1.098 3.200 -0.1379
H -4.415 1.092 2.625 0.1020
H -3.985 2.890 4.317 0.1001
H -6.360 3.448 5.505 0.0821
H -8.175 1.791 4.353 0.0818
H -6.794 0.327 2.531 0.1069
N 6.124 4.114 2.675 0.0045
C 6.195 3.019 3.493 -0.1507
C 6.035 3.448 4.786 -0.1136
C 5.856 4.854 4.746 -0.1173
C 5.912 5.236 3.429 -0.1464
H 6.211 4.096 1.675 0.1415
H 6.353 2.034 3.085 0.1057
H 6.044 2.820 5.663 0.0890
H 5.701 5.512 5.586 0.0869
H 5.822 6.205 2.966 0.1024
N -0.240 -3.447 -3.463 0.0204
C -0.385 -4.235 -2.356 -0.1282
C -0.955 -5.419 -2.753 -0.1222
C -1.157 -5.341 -4.155 -0.1414
C -0.704 -4.112 -4.565 -0.1416
H 0.148 -2.518 -3.466 0.1264
H -0.073 -3.886 -1.385 0.1108
H -1.199 -6.248 -2.107 0.0845
H -1.586 -6.100 -4.792 0.0822
H -0.673 -3.655 -5.541 0.1035
N -4.629 -6.536 -4.322 0.0110
C -5.469 -6.589 -5.399 -0.1433
C -6.097 -7.810 -5.387 -0.1244
C -5.619 -8.517 -4.255 -0.1233
C -4.716 -7.704 -3.616 -0.1427
H -4.036 -5.757 -4.084 0.1311
H -5.548 -5.757 -6.081 0.1041
H -6.819 -8.155 -6.110 0.0844
H -5.904 -9.509 -3.942 0.0847
H -4.130 -7.855 -2.724 0.1046

16
Properties=species:S:1:pos:R:3:lowdin_charge:R:1 method="wB97M-V/def2-TZVPD" orbital_gap_ev="5.526 / 5.542" homo_ha="-0.231 / -0.231" s_squared=0.754 relative_energy_kcal_mol=21.3 spin_multiplicity=2 total_energy_ha=-614.35263 largest_force_ev_per_a=3.64
C 0.492 -0.455 -2.578 -0.1357
H 2.788 -0.274 -2.825 0.1984
H 0.233 -0.379 -3.642 0.0188
C -0.396 -1.169 -1.770 -0.5112
O -1.427 -1.816 -2.146 -0.2936
Cs -1.139 -3.990 -4.481 0.9440
H -0.167 -1.164 -0.683 0.0855
O 4.363 -2.994 -3.073 0.1029
O 3.579 -1.498 -4.432 0.1031
O 2.703 -3.563 -4.482 0.1185
C 4.699 -1.765 -2.530 0.0522
C 3.942 -0.746 -3.274 -0.2980
C 3.565 -2.797 -4.126 -0.5535
H 5.315 -1.726 -1.639 0.1317
F 4.749 0.282 -3.739 0.0233
H 0.823 0.514 -2.189 0.0136

110
Properties=species:S:1:pos:R:3:lowdin_charge:R:1 method="wB97M-V/def2-TZVPD" smiles="C[N+](=O)[O-].C[N+](=O)[O-].C[N+](=O)[O-].C[N+](=O)[O-].C[N+](=O)[O-].O=S1(=O)CCCC1.O=S1(=O)CCCC1.O=S1(=O)CCCC1.O=S1(=O)CCCC1.O=S1(=O)CCCC1" orbital_gap_ev=9.872 homo_ha=-0.361 relative_energy_kcal_mol=0.0 total_energy_ha=-4754.57304 largest_force_ev_per_a=1.33
C -4.261 2.186 -2.067 0.0547
N -3.793 0.777 -2.233 -0.4409
O -3.266 0.487 -3.285 0.0717
O -3.966 0.028 -1.299 0.0612
H -3.555 2.701 -1.423 0.0964
H -5.207 2.142 -1.532 0.0936
H -4.396 2.595 -3.059 0.0933
C -2.967 -2.471 1.708 0.0436
N -4.034 -2.856 0.746 -0.4232
O -5.001 -2.124 0.653 0.0622
O -3.889 -3.905 0.158 0.0610
H -2.438 -1.553 1.475 0.0662
H -2.288 -3.314 1.730 0.0877
H -3.492 -2.347 2.653 0.1033
C 3.068 2.841 -0.670 0.0331
N 3.465 2.322 -1.999 -0.4290
O 4.579 2.572 -2.405 0.0647
O 2.671 1.603 -2.573 0.0523
H 2.198 3.467 -0.842 0.0705
H 3.857 3.419 -0.207 0.1024
H 2.773 1.978 -0.078 0.0731
C -0.607 -0.060 -1.651 0.0370
N -0.660 0.707 -0.367 -0.3978
O 0.114 1.637 -0.236 0.0516
O -1.445 0.333 0.485 0.0404
H 0.364 -0.550 -1.631 0.0798
H -0.622 0.655 -2.464 0.0833
H -1.393 -0.801 -1.604 0.0831
C 2.831 -1.299 -4.172 0.0415
N 1.613 -0.964 -4.952 -0.4247
O 0.590 -0.710 -4.349 0.0670
O 1.717 -1.049 -6.163 0.0665
H 2.770 -0.853 -3.185 0.0556
H 3.671 -0.839 -4.685 0.1019
H 2.917 -2.380 -4.140 0.1053
C -5.687 1.061 2.311 -0.2184
C -4.137 0.963 2.323 -0.2078
C -3.767 0.743 3.766 -0.2288
S -4.952 1.680 4.747 0.6654
O -4.368 2.893 5.246 -0.3205
O -5.622 0.764 5.638 -0.3272
C -6.070 2.047 3.397 -0.2325
H -6.117 0.071 2.485 0.1177
H -6.026 1.358 1.318 0.1070
H -3.796 1.931 1.952 0.1223
H -3.818 0.143 1.691 0.0680
H -2.780 1.089 4.077 0.0844
H -3.833 -0.277 4.143 0.0961
H -5.854 3.061 3.054 0.1044
H -7.087 1.984 3.770 0.1046
C 0.862 -6.518 -0.126 -0.1924
C -0.237 -6.650 -1.207 -0.2245
C -1.073 -5.394 -1.129 -0.2272
S 0.185 -4.125 -1.135 0.6546
O -0.277 -2.975 -0.402 -0.3305
O 0.687 -3.953 -2.473 -0.3050
C 1.351 -5.070 -0.161 -0.2265
H 1.699 -7.178 -0.337 0.1130
H 0.422 -6.741 0.844 0.1137
H -0.817 -7.558 -1.041 0.1165
H 0.224 -6.752 -2.191 0.1172
H -1.582 -5.297 -0.169 0.0976
H -1.772 -5.235 -1.945 0.1180
H 1.376 -4.593 0.824 0.0919
H 2.359 -4.842 -0.513 0.0904
C -1.151 6.542 -3.660 -0.2242
C -1.627 5.419 -2.719 -0.2008
C -0.503 4.363 -2.647 -0.2123
S 0.918 5.045 -3.510 0.6570
O 0.931 4.630 -4.882 -0.2902
O 2.097 4.873 -2.709 -0.3232
C 0.322 6.714 -3.389 -0.2366
H -1.728 7.454 -3.524 0.1176
H -1.295 6.193 -4.684 0.1175
H -2.532 4.986 -3.148 0.1035
H -1.841 5.749 -1.707 0.1132
H -0.690 3.322 -2.894 0.1013
H -0.141 4.342 -1.615 0.0910
H 0.884 7.393 -4.026 0.1151
H 0.511 7.022 -2.356 0.1144
C 5.471 0.440 1.046 -0.1950
C 5.998 0.271 -0.389 -0.1967
C 5.103 -0.669 -1.210 -0.1981
S 3.912 -1.375 -0.056 0.6600
O 3.879 -2.814 -0.088 -0.3184
O 2.688 -0.619 -0.177 -0.3122
C 4.797 -0.875 1.414 -0.2194
H 4.724 1.232 1.058 0.0978
H 6.281 0.648 1.739 0.1180
H 7.015 -0.129 -0.381 0.1152
H 6.124 1.237 -0.877 0.1010
H 5.690 -1.508 -1.579 0.1068
H 4.562 -0.202 -2.027 0.0700
H 5.545 -1.647 1.595 0.1162
H 4.075 -0.825 2.225 0.0790
C 1.572 -2.345 3.465 -0.2268
C 2.342 -1.633 4.584 -0.2075
C 1.417 -0.568 5.169 -0.2085
S 0.045 -0.336 4.022 0.6597
O -0.066 1.059 3.718 -0.3078
O -1.090 -1.095 4.480 -0.3153
C 0.839 -1.270 2.700 -0.2220
H 0.812 -2.960 3.965 0.1189
H 2.192 -3.011 2.867 0.1111
H 3.224 -1.147 4.161 0.0922
H 2.688 -2.373 5.303 0.1163
H 1.924 0.390 5.256 0.1008
H 1.009 -0.813 6.148 0.1077
H 1.539 -0.528 2.299 0.0948
H 0.120 -1.582 1.947 0.0881